a) Formula: C4H9OS
Source: the Open Molecules 2025 dataset
Level of theory: the ωB97M-V functional and the def2-TZVPD basis

Last column: Löwdin charge in e.
Element x y z (Å)
1 H -0.391 -1.185 -1.172  0.067
2 H 0.063 -1.159 1.365  0.119
3 H 1.515 -0.461 -2.530  0.077
4 H -2.126 0.048 0.453  0.097
5 C 0.497 -0.833 -0.719  -0.229
6 S -1.149 0.747 3.758  -0.089
7 H -1.382 0.604 1.784  -0.175
8 H 1.202 -1.762 -0.761  0.105
9 H 1.888 0.850 -1.131  0.089
10 C -1.157 0.461 0.741  -0.159
11 C 0.095 -0.291 0.629  -0.316
12 H -1.161 1.531 0.496  0.099
13 H 0.913 0.270 1.034  0.092
14 O 0.049 0.920 -2.197  -0.317
15 C 1.143 0.259 -1.749  -0.460

The HOMO-LUMO gap comes out at 3.341 eV. The LUMO energy comes out at 0.55 eV. As for the charge: -1.

b) Formula: C4H9OS
Source: the Open Molecules 2025 dataset
Level of theory: the ωB97M-V functional and the def2-TZVPD basis

Last column: Löwdin charge in e.
Element x y z (Å)
1 H 0.896 -1.346 -1.737  0.115
2 H -2.259 0.956 1.565  -0.015
3 H 1.696 1.543 0.302  0.059
4 H -3.578 1.482 0.500  -0.022
5 H -0.020 -0.108 0.152  -0.027
6 C 0.918 -1.645 -0.665  -0.354
7 H 1.367 -0.925 1.237  0.104
8 O 0.747 -2.810 -0.367  -0.020
9 H 3.012 0.492 -0.205  0.057
10 S -1.536 0.869 -0.750  0.190
11 H 1.641 0.850 -1.291  0.059
12 C 1.926 0.635 -0.259  -0.155
13 H -3.148 -0.247 0.638  -0.018
14 C 1.100 -0.519 0.266  -0.315
15 C -2.763 0.772 0.614  -0.658

The HOMO-LUMO gap comes out at 6.642 eV. The LUMO energy comes out at 4.01 eV. As for the charge: -1.

b) is preferred energetically. Next in line: 108.7 kcal/mol higher.